(1)
Formula: C7H31NO7
Source: the OMol25 dataset
Level of theory: wB97M-V/def2-TZVPD

Output
Energy relative to the best compared isomer or geometry (same formula, charge and spin) in kcal/mol: 118.09
SMILES string: CCC[C@H](C)NCC.O.O.O.O.O.O.O
Gap between HOMO and LUMO in eV: 9.50
Highest occupied orbital energy in eV: -9.273

ORCA input file:
```
! wB97M-V def2-TZVPD RIJCOSX def2/J DEFGRID3
* xyz 0 1
C -2.647 -1.722 0.232
C -1.501 -1.440 1.169
C -0.283 -0.656 0.490
C -0.422 0.491 -0.444
C 0.803 1.546 -0.533
N -1.425 1.371 0.136
C -2.000 2.258 -0.978
C -2.801 1.478 -2.030
H -2.358 -2.406 -0.518
H -3.361 -2.200 0.775
H -3.076 -0.853 -0.271
H -1.140 -2.442 1.477
H -1.651 -1.104 2.208
H 0.167 -1.441 -0.079
H 0.246 -0.307 1.420
H -0.699 0.119 -1.534
H 1.022 2.126 -1.373
H 1.736 0.945 -0.416
H 1.003 2.364 0.213
H -2.154 0.850 0.616
H -1.184 2.858 -1.309
H -2.834 2.632 -0.343
H -3.353 0.596 -1.857
H -3.342 2.172 -2.714
H -2.104 0.801 -2.799
O 0.269 3.455 2.665
H -0.630 3.829 2.388
H 0.395 2.866 1.995
O -0.248 1.166 3.718
H -1.004 1.193 3.102
H -0.232 2.107 4.027
O 0.500 -2.422 -4.207
H 1.096 -2.225 -3.568
H 0.709 -1.736 -4.797
O 2.025 -2.736 -2.080
H 3.036 -2.863 -2.243
H 1.876 -3.024 -1.262
O 2.177 0.471 2.289
H 1.681 1.248 1.894
H 1.660 0.507 3.101
O 2.731 -1.839 0.921
H 2.442 -2.686 1.366
H 2.286 -1.127 1.299
O 4.415 -1.528 -1.055
H 3.961 -0.755 -0.933
H 4.212 -1.937 -0.159
*
```

Here are the Mulliken charges for atoms 1 to 8, given in e: C -1.134; C -1.083; C 0.381; C 1.046; C -1.605; N -0.246; C -0.455; C -1.084


(2)
Formula: C14H19F2N2Si
Source: the OMol25 dataset
Level of theory: wB97M-V/def2-TZVPD

Output
SMILES string: C[Si](C)(CCC(F)(F)c1c[nH]c[nH+]1)c1ccccc1
Gap between HOMO and LUMO in eV: 8.68
Highest occupied orbital energy in eV: -11.998

ORCA input file:
```
! wB97M-V def2-TZVPD RIJCOSX def2/J DEFGRID3
* xyz 1 1
C 2.701 -2.242 -1.108
Si 1.434 -1.518 0.100
C 1.830 -2.195 1.803
C -0.275 -2.041 -0.499
C -1.409 -1.687 0.479
C -2.692 -1.218 -0.192
F -2.800 -1.663 -1.456
F -3.771 -1.697 0.488
C -2.845 0.276 -0.247
C -3.156 1.100 -1.273
N -3.140 2.385 -0.773
C -2.842 2.349 0.519
N -2.666 1.081 0.865
C 1.597 0.361 0.027
C 2.804 0.914 0.452
C 3.024 2.285 0.394
C 2.022 3.109 -0.096
C 0.818 2.575 -0.523
C 0.601 1.205 -0.458
H 2.184 -2.727 -1.932
H 3.297 -1.448 -1.551
H 3.388 -2.929 -0.624
H 1.046 -2.025 2.537
H 1.910 -3.276 1.690
H 2.785 -1.848 2.183
H -0.253 -3.118 -0.629
H -0.420 -1.599 -1.481
H -1.690 -2.570 1.044
H -1.085 -0.945 1.208
H -3.367 0.816 -2.285
H -3.322 3.226 -1.297
H -2.757 3.176 1.196
H -2.421 0.754 1.787
H 3.587 0.271 0.827
H 3.971 2.683 0.720
H 2.187 4.174 -0.161
H 0.056 3.224 -0.927
H -0.331 0.781 -0.808
*
```

Here are the Mulliken charges for atoms 1 to 8, given in e: C -1.204; Si 0.041; C -1.160; C -0.834; C -1.141; C 1.153; F -0.312; F -0.324


(3)
Formula: C8H5BrFN
Source: the OMol25 dataset
Level of theory: wB97M-V/def2-TZVPD

Output
Energy relative to the best compared isomer or geometry (same formula, charge and spin) in kcal/mol: 65.67
Gap between HOMO and LUMO (alpha / beta) in eV: 7.31 / 8.95
Highest occupied orbital energy (alpha / beta) in eV: -8.803 / -9.142

ORCA input file:
```
! wB97M-V def2-TZVPD RIJCOSX def2/J DEFGRID3
* xyz 0 1
C 2.664 1.390 -0.057
C -2.549 -0.410 0.310
C -1.827 -1.451 -0.246
C -1.948 0.792 0.653
C -0.457 -1.300 -0.482
C -0.579 0.968 0.430
C 0.033 -0.093 -0.127
C 3.290 0.265 -0.512
N 2.144 2.338 0.370
F 3.395 -0.016 -1.820
Br 4.177 -0.928 0.633
H -3.606 -0.540 0.485
H -2.303 -2.385 -0.503
H -2.526 1.588 1.093
H 0.135 -2.092 -0.909
H -0.044 1.876 0.681
*
```

Here are the Mulliken charges for atoms 1 to 8, given in e: C 0.535; C -0.484; C -0.195; C -0.371; C -0.838; C -0.464; C 0.465; C 0.138


(4)
Formula: C22H23AsO8S3Zr
Source: the OMol25 dataset
Level of theory: wB97M-V/def2-TZVPD

Output
Energy relative to the best compared isomer or geometry (same formula, charge and spin) in kcal/mol: 71.05
Gap between HOMO and LUMO in eV: 8.49
Highest occupied orbital energy in eV: -14.527

ORCA input file:
```
! wB97M-V def2-TZVPD RIJCOSX def2/J DEFGRID3
* xyz 2 1
Zr -1.414 1.383 -1.414
O 0.478 2.212 -1.041
S 1.631 2.990 -1.750
C 0.954 4.653 -2.038
C -0.344 5.038 -1.328
C -0.278 5.474 0.134
C -0.072 4.431 1.230
S -1.402 3.452 1.952
O -1.887 2.323 0.916
C -2.791 4.523 2.120
C -4.069 4.003 1.949
C -5.150 4.824 2.221
C -4.952 6.121 2.675
C -3.668 6.614 2.865
C -2.570 5.815 2.590
C 2.818 3.215 -0.447
C 2.838 2.305 0.601
C 3.841 2.417 1.555
C 4.809 3.403 1.441
C 4.793 4.282 0.366
C 3.799 4.189 -0.597
H 0.794 4.673 -3.116
H 1.771 5.338 -1.810
H -1.114 4.283 -1.475
H -0.697 5.904 -1.892
H -1.181 6.047 0.350
H 0.551 6.176 0.258
H 0.296 4.914 2.144
H 0.676 3.672 0.998
H -4.219 2.992 1.601
H -6.153 4.445 2.083
H -5.804 6.751 2.889
H -3.518 7.619 3.232
H -1.574 6.202 2.761
H 2.102 1.517 0.671
H 3.872 1.717 2.380
H 5.593 3.478 2.182
H 5.562 5.036 0.267
H 3.820 4.857 -1.449
O -3.125 1.854 -5.557
As -3.528 1.208 -3.966
O -1.960 1.782 -3.113
O -2.467 2.832 -0.318
C -2.923 -0.609 -4.387
C -3.095 -0.991 -5.709
C -2.894 -2.311 -6.115
C -2.537 -3.275 -5.196
C -2.355 -2.924 -3.863
C -2.546 -1.611 -3.468
S -2.134 -1.296 -1.793
O -2.970 -0.109 -1.323
O -2.241 -2.463 -1.006
O -0.758 -0.649 -1.802
H -3.676 2.615 -5.779
H -3.391 -0.257 -6.444
H -3.032 -2.576 -7.154
H -2.397 -4.301 -5.507
H -2.069 -3.669 -3.134
*
```

Here are the Mulliken charges for atoms 1 to 8, given in e: Zr 2.104; O -0.381; S 0.373; C -0.818; C -0.688; C -0.543; C -0.012; S 0.174


Q: Which formula does entry 2 have?
A: C14H19F2N2Si